C31H68N7O5PtSSi3 as an isolated structure, computed with the ωB97M-V functional and the def2-TZVPD basis.

Atoms and positions in Å:
Pt  -0.0559  0.7715  -0.5754
C  2.1395  0.7685  3.5296
O  1.6888  0.6451  2.1691
Si  2.9091  0.3982  1.0103
C  4.1077  1.8146  1.2065
C  3.8310  -1.1403  1.5307
C  1.9816  0.3313  -0.6702
Si  2.2611  -1.3148  -1.5967
C  4.0747  -1.6094  -1.9457
C  1.3993  -1.4207  -3.2696
C  1.6109  -2.7573  -0.5374
Si  2.3703  1.8970  -1.7405
C  4.1935  2.0724  -2.1157
C  1.7741  3.4353  -0.8041
C  1.4844  1.8474  -3.4026
H  2.9263  1.5160  3.6167
H  2.5090  -0.1840  3.9111
H  1.3137  1.0997  4.1544
H  4.4278  1.8698  2.2489
H  3.7075  2.7900  0.9333
H  5.0163  1.6426  0.6295
H  4.1548  -1.0115  2.5668
H  4.7411  -1.2806  0.9482
H  3.2559  -2.0644  1.4812
H  4.4519  -0.9498  -2.7272
H  4.1932  -2.6344  -2.3082
H  4.7177  -1.4992  -1.0753
H  1.9917  -0.9451  -4.0508
H  0.4077  -0.9710  -3.2950
H  1.3049  -2.4772  -3.5398
H  2.4226  -3.4549  -0.3234
H  0.8477  -3.3333  -1.0676
H  1.2078  -2.4545  0.4293
H  4.8164  2.1782  -1.2329
H  4.3158  2.9807  -2.7128
H  4.5765  1.2406  -2.7057
H  2.6211  4.1006  -0.6208
H  1.3104  3.2284  0.1640
H  1.0627  3.9893  -1.4166
H  2.0705  1.2934  -4.1364
H  1.3862  2.8733  -3.7681
H  0.4870  1.4073  -3.3668
N  -5.2291  -0.1625  1.1399
C  -3.7305  0.1644  1.2232
C  -3.6247  1.3506  2.1835
C  -2.1948  1.6257  2.6642
N  -1.4294  2.2798  1.6001
C  -1.5599  0.3267  3.1470
C  -1.5512  -0.8280  2.1490
N  -0.5974  -0.6724  1.0099
C  -3.0076  -1.0851  1.7314
H  -5.7573  0.6969  0.9631
H  -5.5839  -0.5931  1.9960
H  -5.4093  -0.7928  0.3565
H  -2.6124  0.9407  -0.1983
H  -4.2352  1.1336  3.0663
H  -4.0443  2.2367  1.7000
H  -2.2784  2.2758  3.5406
H  -0.4324  2.2090  1.7933
H  -1.6452  3.2729  1.6017
H  -2.1494  -0.0066  4.0054
H  -0.5554  0.5003  3.5162
H  -1.2083  -1.7168  2.6840
H  -0.5307  -1.5600  0.5244
H  0.3269  -0.5021  1.4353
H  -3.5223  -1.4396  2.6292
H  -3.0664  -1.8790  0.9789
C  -1.7298  2.7235  -5.0777
N  -1.9142  2.0860  -3.7769
C  -2.0428  0.6459  -3.8035
C  -1.8835  2.7626  -2.6114
N  -1.4870  2.1744  -1.4850
N  -2.2695  4.0624  -2.6364
C  -1.8423  5.0018  -1.6115
C  -3.4148  4.5114  -3.4278
H  -0.9669  2.1681  -5.6253
H  -1.3868  3.7450  -4.9493
H  -2.6491  2.7200  -5.6653
H  -2.9260  0.3630  -4.3841
H  -2.1470  0.2980  -2.7780
H  -1.1668  0.1811  -4.2645
H  -1.6582  2.8052  -0.7098
H  -0.8618  4.7338  -1.2279
H  -2.5595  5.0595  -0.7847
H  -1.7701  5.9931  -2.0567
H  -3.8682  3.6756  -3.9511
H  -3.1274  5.2746  -4.1516
H  -4.1580  4.9412  -2.7538
C  -0.4214  -6.6923  -8.0929
C  -1.5422  -6.1161  -7.2813
C  -1.6948  -4.7393  -7.1332
C  -2.7455  -4.2093  -6.3993
C  -3.6551  -5.0739  -5.8069
C  -3.5257  -6.4559  -5.9370
C  -2.4702  -6.9640  -6.6659
S  -4.9827  -4.4513  -4.8524
O  -4.8822  -3.0067  -4.8405
O  -6.1989  -5.1181  -5.1464
N  -4.6428  -4.8860  -3.2662
C  -3.3824  -4.5213  -2.6884
C  -3.4595  -2.9570  -2.4878
C  -2.2108  -2.3802  -2.1762
O  -3.4609  0.4579  -0.1118
O  -1.2030  -1.9553  -1.9312
H  0.2183  -5.9149  -8.5046
H  -0.8180  -7.2809  -8.9212
H  0.1894  -7.3633  -7.4875
H  -0.9939  -4.0723  -7.6187
H  -2.8848  -3.1392  -6.3196
H  -4.2601  -7.1209  -5.4990
H  -2.3685  -8.0359  -6.7800
H  -5.0174  -5.7975  -3.0346
H  -2.5143  -4.7734  -3.3086
H  -3.2771  -5.0004  -1.7172
H  -4.1985  -2.6668  -1.7379
H  -3.8233  -2.5327  -3.4578

Values from the calculation:
E_LUMO	-8.7	eV
total charge	+3
HOMO-LUMO gap	0.24533	Eh

Löwdin atomic charge list, values in e, 6 entries: number 1, Pt, carries 0.8545; number 2, C, carries -0.1045; number 3, O, carries -0.3447; number 4, Si, carries 0.3951; number 5, C, carries -0.1363; number 6, C, carries -0.1332